[1]
Entry from OMol25: a molecular structure, C12H24Cl2N2STc in a non-equilibrium geometry (ωB97M-V/def2-TZVPD).

The geometry in XYZ format:
```
42
Properties=species:S:1:pos:R:3:lowdin_charge:R:1
Tc -0.92 -0.17 0.11 0.78
Cl -1.90 0.87 -1.74 0.03
Cl 0.99 -1.19 1.06 0.00
C -1.59 0.64 1.50 -0.46
H -1.67 -0.15 2.34 0.01
H -2.71 0.78 1.37 0.00
C -1.51 -2.24 -0.54 -0.33
C -2.55 -1.87 0.22 -0.23
H -0.71 -2.86 -0.08 0.07
C -3.87 -1.29 -0.21 -0.24
H -2.50 -2.07 1.29 0.11
C -4.29 -2.05 -1.46 -0.20
H -4.56 -1.42 0.63 0.12
H -3.88 -0.20 -0.42 0.07
C -3.15 -2.04 -2.51 -0.23
H -4.47 -3.09 -1.13 0.12
H -5.21 -1.60 -1.86 0.11
C -1.77 -2.55 -2.01 -0.19
H -3.48 -2.68 -3.34 0.10
H -3.05 -0.99 -2.87 0.04
H -1.80 -3.68 -2.07 0.13
H -0.98 -2.15 -2.69 0.11
C 2.57 0.81 -1.74 -0.11
N 3.00 1.22 -0.41 -0.19
C 4.23 0.62 0.09 -0.06
C 2.08 1.76 0.42 -0.77
S 0.53 2.12 -0.18 0.62
N 2.36 2.00 1.72 -0.20
C 3.65 2.56 2.14 -0.06
C 1.25 2.27 2.62 -0.11
H 3.46 0.45 -2.27 0.08
H 2.14 1.66 -2.28 0.07
H 1.83 0.00 -1.69 0.06
H 4.99 1.39 0.29 0.08
H 4.05 0.02 0.99 0.09
H 4.63 -0.03 -0.69 0.09
H 4.04 3.30 1.42 0.10
H 3.49 3.05 3.10 0.09
H 4.39 1.77 2.29 0.07
H 0.71 3.18 2.33 0.08
H 0.54 1.43 2.62 0.04
H 1.66 2.40 3.62 0.08
```

Results
Molecular weight (g mol⁻¹): 397.3
Spin multiplicity: 4
Relative energy (zero: lowest compared OMol25 entry of this formula, charge and spin) (kcal per mole): 14.7
Total energy (hartree): -1980.4029

***

[2]
Entry from OMol25: 8 unconnected molecules or ions with the total composition C12H24F2N6O18 in a non-equilibrium geometry (ωB97M-V/def2-TZVPD).

The geometry in XYZ format:
```
62
Properties=species:S:1:pos:R:3:lowdin_charge:R:1
C -5.42 18.31 18.67 -0.04
C -5.50 17.55 20.00 -0.30
O -6.77 17.75 20.49 0.13
C -7.47 18.52 19.59 -0.53
O -8.54 18.97 19.84 0.17
O -6.63 19.07 18.71 0.07
F -4.57 18.18 20.86 -0.01
H -5.49 17.59 17.84 0.12
H -4.45 18.74 18.42 0.15
H -5.08 16.56 19.82 0.13
C -7.25 16.87 13.98 -0.06
C -7.99 16.45 15.25 -0.31
O -9.30 16.83 14.93 0.13
C -9.46 16.53 13.62 -0.54
O -10.45 16.42 12.99 0.21
O -8.22 16.43 13.04 0.07
F -7.54 17.11 16.36 0.06
H -6.28 16.39 13.93 0.14
H -7.07 17.95 13.94 0.14
H -7.97 15.38 15.46 0.18
C -11.17 18.85 17.73 0.04
N -12.41 18.52 17.01 -0.46
O -12.35 18.44 15.80 0.06
O -13.43 18.38 17.65 0.07
H -10.27 18.53 17.20 0.08
H -11.15 18.35 18.69 0.09
H -11.15 19.94 17.69 0.11
C -7.73 14.16 20.79 0.06
N -7.12 14.01 19.42 -0.45
O -6.74 12.91 19.10 0.08
O -7.11 14.99 18.71 0.05
H -7.75 15.23 20.95 0.08
H -7.03 13.64 21.43 0.08
H -8.71 13.69 20.71 0.11
C -6.25 20.89 22.07 0.06
N -5.70 22.28 22.05 -0.44
O -4.97 22.67 22.94 0.06
O -6.03 22.94 21.07 0.06
H -5.54 20.31 21.48 0.08
H -7.19 20.92 21.53 0.10
H -6.18 20.52 23.09 0.10
C -2.44 19.46 22.79 0.04
N -1.19 19.47 23.59 -0.45
O -0.35 18.62 23.42 0.06
O -1.11 20.34 24.44 0.06
H -2.26 19.80 21.78 0.10
H -3.08 20.19 23.28 0.09
H -2.84 18.45 22.84 0.09
C -7.38 22.61 16.15 0.06
N -8.10 22.29 17.43 -0.45
O -9.30 22.48 17.40 0.06
O -7.50 21.90 18.39 0.08
H -6.81 21.70 15.94 0.09
H -6.83 23.53 16.25 0.10
H -8.18 22.66 15.42 0.09
C -3.65 13.77 23.04 0.06
N -3.74 14.75 21.92 -0.41
O -2.71 15.22 21.48 0.09
O -4.85 15.04 21.51 0.04
H -4.63 13.30 23.10 0.09
H -3.27 14.27 23.93 0.11
H -2.87 13.04 22.82 0.10
```

Results
Molecular weight (g mol⁻¹): 578.3
Spin multiplicity: 1
Relative energy (zero: lowest compared OMol25 entry of this formula, charge and spin) (kcal per mole): 23.0
Total energy (hartree): -2353.6431

***

[3]
Entry from OMol25: a molecular structure, C12H24FKO9 in a non-equilibrium geometry (ωB97M-V/def2-TZVPD).

The geometry in XYZ format:
```
47
Properties=species:S:1:pos:R:3:lowdin_charge:R:1
K 2.85 -4.03 0.25 0.86
F 1.49 -1.75 0.86 -0.72
C 5.93 3.48 -2.68 -0.06
C 5.51 2.22 -3.41 -0.21
O 4.10 2.04 -3.18 0.01
C 3.58 1.50 -2.05 -0.56
O 2.44 1.65 -1.69 0.14
O 4.52 0.87 -1.34 -0.02
C 4.16 0.01 -0.29 -0.05
H 5.28 4.32 -2.90 0.09
H 6.90 3.76 -3.08 0.07
H 6.10 3.30 -1.61 0.08
H 6.05 1.31 -3.17 0.12
H 5.62 2.19 -4.50 0.12
H 4.07 0.41 0.72 0.10
H 4.92 -0.77 -0.16 0.08
H 3.23 -0.49 -0.57 0.07
C -4.15 1.91 3.92 -0.04
C -2.85 1.06 3.74 -0.19
O -2.37 1.33 2.42 0.01
C -1.34 0.71 1.93 -0.63
O -0.70 -0.23 2.44 0.09
O -1.18 1.18 0.72 0.00
C -0.02 0.81 -0.11 -0.02
H -4.44 1.73 4.96 0.07
H -4.89 1.60 3.18 0.07
H -3.83 2.92 3.67 0.07
H -2.99 -0.01 3.88 0.12
H -1.95 1.35 4.29 0.12
H -0.06 1.33 -1.07 0.08
H -0.07 -0.23 -0.44 0.07
H 0.97 0.91 0.33 0.08
C -4.43 -0.80 -0.77 -0.05
C -4.70 -2.27 -0.39 -0.19
O -3.98 -2.57 0.83 0.01
C -2.67 -2.92 0.81 -0.55
O -1.92 -2.89 1.78 0.13
O -2.39 -3.43 -0.39 -0.05
C -1.03 -3.69 -0.72 -0.03
H -5.02 -0.10 -0.19 0.07
H -4.75 -0.61 -1.79 0.07
H -3.43 -0.40 -0.62 0.07
H -4.54 -3.03 -1.16 0.11
H -5.75 -2.43 -0.13 0.12
H -0.40 -2.94 -0.23 0.07
H -1.03 -3.66 -1.81 0.10
H -0.87 -4.66 -0.26 0.09
```

Results
Molecular weight (g mol⁻¹): 370.4
Spin multiplicity: 1
Relative energy (zero: lowest compared OMol25 entry of this formula, charge and spin) (kcal per mole): 43.0
Total energy (hartree): -1848.5562

***

> Among the records above, which one has the highest relative energy (zero: lowest compared OMol25 entry of this formula, charge and spin)?

C12H24FKO9

***

> Which of these has the highest total energy?

C12H24FKO9